(1)
50
Properties=species:S:1:pos:R:3:forces:R:3 method="wB97M-V/def2-TZVPD" e_above_lowest_kcal_mol=0.00 gap_ev="6.7 / 5.6" e_homo_ev="-6.86 / -7.47" multiplicity=6 s_squared=8.79
Ir 1.4573 0.1770 0.1719 0.830 0.223 0.334
C -0.2068 2.0085 -1.1298 -0.281 -0.084 -0.154
C 0.4250 2.3801 0.1116 0.003 -0.074 0.334
C -0.2758 1.7136 1.1647 0.324 0.008 -0.294
C -1.3011 0.9290 0.5620 -0.148 -0.002 -0.062
C -1.2485 1.1181 -0.8431 0.045 0.090 0.023
C -2.1603 0.4950 -1.8506 0.035 0.114 0.101
C -2.2954 0.1103 1.3119 0.046 0.092 -0.061
C -0.1932 2.0697 2.6152 0.044 -0.059 -0.078
C 1.3113 3.5671 0.3179 -0.035 -0.032 -0.007
C 0.1077 2.5573 -2.4845 0.028 -0.062 0.101
H -1.6522 0.3453 -2.8035 -0.045 -0.002 -0.005
H -3.0248 1.1406 -2.0337 -0.026 -0.062 -0.039
H -2.5362 -0.4690 -1.5054 -0.002 -0.022 -0.048
H -3.0998 0.7519 1.6858 -0.037 -0.054 0.021
H -1.8310 -0.3763 2.1710 -0.051 -0.015 -0.003
H -2.7454 -0.6554 0.6801 -0.012 -0.004 0.016
H -0.4342 3.1276 2.7520 -0.039 -0.016 0.027
H 0.8076 1.9121 3.0212 -0.017 0.025 0.012
H -0.8980 1.4805 3.1997 0.020 0.004 0.046
H 0.6974 4.4483 0.5332 0.008 0.012 -0.042
H 1.9197 3.7726 -0.5607 0.038 0.000 0.025
H 1.9800 3.4130 1.1636 0.003 0.024 -0.008
H -0.8139 2.7839 -3.0227 0.002 0.032 -0.015
H 0.6775 1.8498 -3.0947 -0.022 0.056 -0.029
H 0.7011 3.4669 -2.4101 0.001 0.007 -0.057
F 0.0627 -2.1861 4.8486 -0.011 -0.010 0.083
C 0.0119 -2.2202 3.5087 0.035 0.035 -0.245
C 0.6793 -1.2515 2.7889 0.071 0.020 0.144
C 0.6467 -1.2595 1.3966 -0.147 0.175 -0.059
C -0.0859 -2.2814 0.7446 0.053 0.006 0.061
C -0.7472 -3.2276 1.5282 0.119 0.104 0.095
F -1.4740 -4.2112 0.9582 -0.026 -0.034 -0.086
C -0.7160 -3.2246 2.9038 -0.070 -0.085 0.078
C -0.1031 -2.2490 -0.7188 -0.029 -0.093 -0.012
C -0.7414 -3.1704 -1.5509 -0.031 -0.031 -0.105
C -0.6762 -3.0207 -2.9237 0.080 0.094 0.039
C 0.0358 -1.9566 -3.4548 -0.040 -0.105 0.067
C 0.6551 -1.0885 -2.5796 0.082 -0.013 -0.255
N 0.5888 -1.2191 -1.2548 -0.043 0.005 0.150
H 1.2241 -0.4990 3.3432 -0.011 0.009 -0.027
H -1.2369 -3.9790 3.4755 0.005 0.008 -0.014
H -1.2791 -4.0020 -1.1318 -0.006 0.020 0.061
H -1.1701 -3.7339 -3.5704 -0.008 -0.005 0.011
H 0.1209 -1.8011 -4.5206 0.022 0.015 0.006
H 1.2554 -0.2704 -2.9530 -0.024 0.013 0.086
Se 3.0246 0.8061 1.8227 -0.488 -0.331 -0.509
Te 6.0893 0.3963 0.9564 -0.063 0.006 -0.625
Te 5.4084 0.4107 -1.5974 0.292 -0.119 0.716
Se 3.0589 1.1215 -1.7425 -0.476 0.117 0.201

(2)
47
Properties=species:S:1:pos:R:3:forces:R:3 method="wB97M-V/def2-TZVPD" e_above_lowest_kcal_mol=99.65 gap_ev=8.4 e_homo_ev=-8.56 smiles="CCc1cc(C2=NCC(=O)N3CCc4c(OC)cccc4C3=C2)ccn1"
C -2.1356 4.0232 -2.8161 -1.485 2.254 -0.927
C -0.9374 4.0602 -3.7007 1.563 -0.003 -1.489
C -0.5506 2.6369 -4.0340 0.040 -0.894 1.313
C 0.1034 1.8836 -3.0174 0.127 0.780 -0.220
C 0.4317 0.5306 -3.1481 -2.191 1.645 -0.549
C 0.9588 -0.2727 -2.0473 0.684 -3.012 1.508
N 1.8135 -1.1783 -2.3421 0.720 -0.157 -0.856
C 2.2156 -2.3759 -1.5280 -2.308 3.829 1.117
C 2.6676 -1.9802 -0.0982 5.824 -0.809 0.101
O 3.8630 -2.3193 0.1491 -2.799 0.552 0.000
N 2.0095 -1.1893 0.8134 0.207 -0.596 -3.063
C 2.6161 -0.8892 2.1205 0.668 -0.420 -0.186
C 1.6212 -0.3706 3.1733 1.201 1.414 -0.400
C 0.2354 -0.8251 2.9144 -0.391 0.249 0.141
C -0.7212 -0.9140 3.9778 -0.896 -0.461 -3.594
O -0.3422 -0.6028 5.2160 0.265 -0.354 0.531
C -0.8096 -1.5408 6.1772 -0.850 0.827 -0.329
C -2.0472 -1.2730 3.6162 1.225 0.021 0.667
C -2.3971 -1.5581 2.3015 -1.731 0.297 1.821
C -1.4521 -1.4580 1.3578 -0.370 -0.632 -3.730
C -0.1307 -1.0620 1.5733 -2.743 -0.101 1.459
C 0.7205 -0.8881 0.4167 -1.643 1.787 0.106
C 0.2084 -0.3885 -0.7740 2.267 -0.471 0.647
C -0.1246 -0.0698 -4.2849 0.732 1.677 -1.493
C -0.7100 0.7669 -5.2858 0.045 -1.137 -0.123
N -1.0020 2.0663 -5.1429 0.797 -0.375 -0.186
H -2.4380 5.0817 -2.6412 0.482 -0.529 0.753
H -3.0425 3.7474 -3.4093 0.790 -0.937 0.769
H -1.8700 3.4850 -1.9187 -0.769 -0.197 0.309
H -0.0551 4.5430 -3.2404 -0.483 -0.179 0.197
H -1.0890 4.6413 -4.6318 -0.211 -0.476 0.379
H 0.3167 2.4403 -2.1045 0.313 -0.257 -0.093
H 3.0188 -2.7529 -2.0954 0.919 -0.966 0.138
H 1.3357 -2.9894 -1.4628 -0.379 -0.716 -0.151
H 3.5105 -0.2207 1.9201 -1.136 -0.676 0.481
H 2.9771 -1.8360 2.4671 0.640 -0.533 0.092
H 1.9485 -0.5301 4.2171 -0.020 -0.386 -0.656
H 1.7562 0.7117 3.0448 -0.846 0.179 0.300
H -0.6924 -2.5498 5.8782 0.181 -1.039 -0.753
H -0.1880 -1.3923 6.9968 0.775 0.326 1.758
H -1.8577 -1.3772 6.4181 -0.028 0.135 0.179
H -2.7810 -1.3981 4.3785 -0.444 0.146 0.504
H -3.4772 -1.7499 2.0647 1.336 -0.089 0.168
H -1.8341 -1.7392 0.3171 1.045 0.589 1.313
H -0.8155 -0.1972 -0.9638 -1.015 0.162 0.807
H 0.1122 -1.0826 -4.5161 -0.115 -0.653 -0.076
H -0.9402 0.3534 -6.3065 0.009 0.189 1.313

(3)
48
Properties=species:S:1:pos:R:3:forces:R:3 method="wB97M-V/def2-TZVPD" e_above_lowest_kcal_mol=162.06 gap_ev=8.4 e_homo_ev=-8.02 smiles="C=CC(=O)N1CC(COc2cc(-c3ccc(O)cc3C)cn3cncc23)C1"
C -0.2624 -3.3132 7.0076 -3.024 1.682 -2.642
C -0.4454 -2.5607 5.8213 0.938 -1.963 4.040
C 0.7256 -2.1116 5.0596 1.809 0.002 0.252
O 1.8614 -2.3513 5.4560 -0.179 -0.246 0.145
N 0.6160 -1.3128 3.9556 -1.549 -1.273 0.818
C -0.3323 -1.5008 2.8452 -0.607 -0.397 -0.260
C 0.7890 -1.0146 1.9613 -0.587 0.835 -5.254
C 1.1512 -1.8597 0.6188 1.189 0.666 0.270
O 0.0554 -2.1551 -0.2291 -0.828 0.876 0.223
C -0.4839 -0.9568 -0.6884 -0.935 -0.980 0.565
C 0.1912 -0.1231 -1.5049 -0.451 0.125 -0.673
C -0.5053 1.1165 -1.9161 -0.657 -1.624 0.764
C 0.2349 1.9985 -2.8063 0.168 -0.775 0.297
C 0.8823 3.0205 -2.1938 1.623 3.603 -0.910
C 1.7142 3.9330 -3.0027 -0.167 -0.470 3.132
C 1.9833 3.6256 -4.2997 -1.356 1.005 -0.094
O 2.6992 4.4916 -5.0885 -0.101 -0.478 1.097
C 1.2368 2.6268 -4.8772 -1.220 -2.583 0.149
C 0.4419 1.7144 -4.1441 0.389 0.388 -1.549
C -0.1810 0.4998 -4.8887 0.120 1.688 0.425
C -1.7443 1.4137 -1.4351 0.478 1.173 0.403
N -2.4255 0.5024 -0.5875 0.527 3.872 -1.102
C -3.7167 0.6559 -0.0914 1.178 -2.141 0.154
N -4.0505 -0.4902 0.4334 1.093 -2.060 1.157
C -2.9202 -1.3594 0.3916 -0.211 1.432 -0.350
C -1.8594 -0.6943 -0.2139 -0.658 -0.113 -0.853
C 1.7255 -1.1155 3.0600 3.177 0.349 2.218
H 0.6464 -3.8206 7.2728 0.315 0.219 0.029
H -1.2114 -3.4674 7.6546 1.876 0.137 -1.134
H -1.3994 -2.1260 5.6664 -0.774 0.275 -0.389
H -1.2585 -0.9099 2.8985 0.351 -0.254 -0.088
H -0.5342 -2.5352 2.5498 -0.332 -0.174 0.638
H 0.5960 0.0372 1.6936 0.231 -0.344 -0.215
H 1.6256 -2.8040 0.8606 -0.387 -0.417 0.549
H 1.9329 -1.4409 -0.0922 -0.615 0.463 1.441
H 1.2081 -0.4060 -1.9233 -1.469 0.588 0.662
H 0.6351 3.1963 -1.1285 0.576 0.171 -0.795
H 2.2055 4.8663 -2.6303 -0.610 -1.072 0.119
H 2.5287 4.0526 -5.9026 0.523 0.232 -1.872
H 1.1472 2.4279 -5.9317 0.740 0.304 -0.569
H -0.4713 -0.2611 -4.1587 -0.129 0.035 -0.480
H -1.0176 0.8638 -5.5110 -0.066 -0.353 0.565
H 0.5332 0.1373 -5.6177 0.275 -0.385 0.151
H -2.1430 2.4863 -1.5539 0.211 -2.117 0.035
H -4.3615 1.5245 0.0485 0.682 -0.005 -0.844
H -2.8218 -2.3698 0.7500 -0.699 0.024 0.218
H 2.5068 -1.9172 3.0402 -0.900 0.184 0.040
H 2.2723 -0.2138 3.3722 0.042 -0.103 -0.484

no.,energy (a.u.)
1,-6510.5049
2,-1127.4793
3,-1202.6683